Version w
18
Properties=species:S:1:pos:R:3 method="wB97M-V/def2-TZVPD" lumo_energy_ha=0.1505 charge=-1
C -1.08216 2.53884 -1.31395
C -0.89643 1.27162 -0.55944
C -1.13876 1.15617 0.76833
N -0.64849 0.21672 1.62383
H -1.59408 3.26622 -0.67589
H -0.14095 2.99157 -1.64215
H -1.70455 2.44127 -2.21677
H -0.55996 0.38249 -1.08511
H -1.76137 1.94206 1.21012
H -1.15363 0.20700 2.48686
H 0.09282 -0.56652 1.34934
N 1.01659 -1.90374 -1.33460
C 1.62189 -1.36844 -0.08779
O 0.95717 -1.70641 1.05482
H 1.29071 -2.88157 -1.39536
H 0.02320 -1.94507 -1.12774
H 2.67911 -1.69884 -0.06963
H 1.65175 -0.26721 -0.21063

Version x
18
Properties=species:S:1:pos:R:3 method="wB97M-V/def2-TZVPD" lumo_energy_ha=0.1544 charge=-1
N -1.57511 -0.79994 -1.62810
C -0.34806 -1.38005 -1.01393
C -0.19275 -2.02458 1.48099
C -0.15217 -1.13288 0.46573
H -1.50190 0.20402 -1.33211
H -2.33158 -1.19707 -1.08913
H 0.46977 -0.85728 -1.53868
H -0.29082 -2.44802 -1.23915
H -0.14778 -1.66956 2.52005
H -0.11250 -3.10414 1.31903
H -0.11170 -0.05811 0.67077
N 1.38659 1.59214 0.82013
C 0.41326 2.33058 -0.02536
O -0.34236 1.40362 -0.64733
H 1.89142 0.95497 0.12958
H 2.11493 2.19542 1.17826
H -0.13274 3.00753 0.67644
H 0.96351 2.98336 -0.74721

Name the least stable of them. version x.

Version w
8
Properties=species:S:1:pos:R:3 method="wB97M-V/def2-TZVPD" smiles="O=CO.O" lumo_energy_ha=0.0193
O 1.69505 -0.18770 -0.64653
C 0.76869 -0.90621 -0.86601
O -0.51910 -0.58800 -0.63452
H 0.90251 -1.91770 -1.29311
H -0.56206 -0.12732 0.22262
O -1.37748 1.27408 1.70031
H -0.99732 2.15493 1.64891
H -2.17973 1.32884 2.22942

Version x
8
Properties=species:S:1:pos:R:3 method="wB97M-V/def2-TZVPD" smiles="O=CO.O" lumo_energy_ha=0.0115
O -0.44902 1.14410 0.00285
C -1.13396 0.17007 -0.01105
O -2.47347 0.20105 -0.14388
H -0.72706 -0.86824 0.06555
H -2.84587 -0.69221 -0.02803
O 2.79954 0.24006 -0.15009
H 2.96259 -0.60563 0.29696
H 1.86726 0.41080 -0.03230

Name the least stable of them. version x.

Version w
22
Properties=species:S:1:pos:R:3 method="wB97M-V/def2-TZVPD" smiles="CC(=O)NN.COC(C)=O" lumo_energy_ha=0.0275
C 1.60429 0.89248 -1.50382
C 0.47073 0.01138 -1.96737
O 0.00094 0.05899 -3.09273
N -0.07525 -0.77264 -0.99609
N -1.21320 -1.55518 -1.30893
H 2.15691 1.24443 -2.37110
H 1.18785 1.75576 -0.98507
H 2.27687 0.36201 -0.83359
H 0.30629 -0.90121 0.05707
H -1.68119 -1.09355 -2.09035
H -0.90997 -2.47057 -1.64230
C 1.39775 -0.00549 2.11954
O 0.14057 -0.41985 1.59237
C -0.77172 0.65442 1.09700
C -2.17247 0.14849 1.07911
O -0.33749 1.73021 0.83157
H 2.18164 -0.63955 1.70434
H 1.58536 1.03786 1.85432
H 1.38074 -0.12119 3.20269
H -2.78451 0.83983 0.50286
H -2.22034 -0.84798 0.64283
H -2.52381 0.09134 2.10763

Version x
22
Properties=species:S:1:pos:R:3 method="wB97M-V/def2-TZVPD" lumo_energy_ha="-0.0087 / -0.0087"
C -1.95713 -0.56033 -1.46969
N -1.04594 0.45221 -0.94115
C 0.64842 -0.06170 -1.20450
C 1.43547 1.21994 -1.00330
O 0.71340 -0.75848 -2.19957
H -2.95399 -0.14941 -1.63864
H -1.53729 -0.93620 -2.40754
H -2.01973 -1.38765 -0.76427
H -1.16091 0.59040 0.08951
H -1.15553 1.33254 -1.43650
H 0.70697 -0.65971 -0.10842
H 1.32277 1.85920 -1.87872
H 1.12059 1.75255 -0.10914
H 2.48744 0.95399 -0.90892
H -0.94224 1.38563 2.40374
N -0.83121 0.56659 1.81486
C 0.22340 -0.09783 2.06163
O 1.14867 0.21260 2.95955
C 0.58854 -1.35819 1.29317
O 1.65069 -1.90623 1.63434
H 1.83204 -0.50241 2.87218
H -0.27442 -1.94748 0.94137

Name the least stable of them. version x.

Version w
12
Properties=species:S:1:pos:R:3 method="wB97M-V/def2-TZVPD" lumo_energy_ha=-0.1849 charge=+1
C -0.43522 -0.56630 -0.92109
C 0.91859 0.80220 0.66006
N -1.54182 -0.84436 -1.62843
N -0.17041 0.60188 -0.22829
S 0.38776 -0.17362 2.67838
I 0.68378 -2.23428 -0.29323
H 1.17190 1.75208 0.96065
H 1.86278 0.38793 0.42111
H -2.23608 -0.09395 -1.82917
H -1.52684 -1.57436 -2.29884
H -0.68475 1.49873 -0.37833
H 1.57031 0.44406 2.85718

Version x
12
Properties=species:S:1:pos:R:3 method="wB97M-V/def2-TZVPD" lumo_energy_ha="-0.1899 / -0.1899" charge=+1
C -0.28256 -0.20608 -0.95153
C -0.61142 -0.25759 0.51018
N 2.34354 1.53270 -0.90194
N -2.09779 -0.52679 0.72678
S 0.45062 -1.53342 -0.27930
I 3.27268 0.14247 0.30986
H 1.43354 1.23902 -1.08487
H 0.05981 0.32151 1.20502
H 2.90015 1.24101 -1.82002
H -2.33136 -0.91752 1.56361
H -2.38996 -1.30235 0.12967
H -2.74725 0.26704 0.59254

Version y
12
Properties=species:S:1:pos:R:3 method="wB97M-V/def2-TZVPD" smiles="C=[NH+][C@](N)(S)I" lumo_energy_ha=-0.2107 charge=+1
C 0.19740 -1.54925 1.19768
N 0.49816 -0.44705 0.55049
C -0.28544 0.46750 -0.23696
N 0.21400 0.52942 -1.53836
S -0.03805 2.08848 0.61330
I -2.52776 -0.20564 -0.12503
H 0.79721 -2.17124 1.88848
H -0.82656 -1.92616 1.32045
H 1.42842 -0.00320 0.50852
H 0.27207 -0.43802 -1.79547
H -0.51842 1.04735 -2.10655
H 0.78897 2.60780 -0.27654

Name the least stable of them. version x.